Formula: C13H14Cl2N2O3S
Source: the OMol25 dataset
Level of theory: ωB97M-V/def2-TZVPD

SMILES string: CC(C)c1nc(CO)[nH]c1S(=O)(=O)c1cc(Cl)cc(Cl)c1
E_HOMO: -9.350 eV
LUMO: -0.0061 Eh
2S+1: 1
Orbital gap: 0.3375 Eh

XYZ file:
```
35
Properties=species:S:1:pos:R:3:forces:R:3:nbo_charge:R:1
O -0.950557 2.091296 -1.236125 0.9 1.2 -0.9 -0.906
O -1.610662 2.655092 1.122617 2.4 -1.4 -1.4 -0.872
Cl -3.533065 -1.780281 3.194547 -0.3 -0.4 0.2 0.054
Cl -3.221602 -2.787076 -2.118494 0.2 0.7 0.1 0.006
N 2.901230 0.656845 0.761674 -1.1 0.4 -0.5 -0.487
O 2.301813 -1.960996 3.312312 0.8 -1.1 -2.6 -0.719
C 2.315356 -0.410025 1.293494 0.1 1.0 0.3 0.347
C 1.869283 1.491078 0.250769 0.0 -1.0 1.7 0.208
C 0.614781 0.904037 0.534286 3.4 2.2 -0.4 -0.255
C -3.472236 -2.067738 0.406508 1.2 0.1 3.3 -0.227
C -2.264040 -0.215701 1.448200 0.0 -0.4 1.0 -0.258
C -2.249997 -0.476974 -0.942356 1.6 0.5 -1.5 -0.223
C -3.045328 -1.376901 1.610926 -0.1 0.8 -2.8 -0.035
C -2.882674 -1.682044 -0.784154 -1.9 -1.0 0.0 -0.014
C -1.820273 0.204678 0.204342 -1.7 0.2 -0.1 -0.308
N 0.974275 -0.275458 1.192646 -2.0 -0.8 0.2 -0.515
C 3.042222 -1.535510 2.120011 -0.4 1.9 0.5 -0.098
C 3.004737 2.724702 -1.532356 -0.5 1.5 -2.1 -0.594
C 3.095358 3.571995 0.728956 -0.9 -0.6 2.7 -0.609
C 2.190670 2.901014 -0.235204 1.9 -2.5 -2.0 -0.278
S -0.929265 1.769709 0.149388 -2.8 -2.7 1.7 2.165
H 2.136122 -1.266878 3.923055 0.1 1.3 0.5 0.477
H -4.097421 -2.956329 0.559960 0.3 0.4 -0.5 0.249
H -2.042588 0.409034 2.326858 0.0 -0.4 -0.4 0.254
H -2.033267 -0.172224 -2.003986 0.1 0.0 1.5 0.269
H 0.303217 -1.001772 1.406448 0.1 0.0 0.2 0.433
H 3.200475 -2.394661 1.462894 -0.1 -0.1 0.5 0.210
H 4.033922 -1.057003 2.393980 -1.1 -0.7 -0.3 0.208
H 2.323688 2.249837 -2.282453 0.8 0.3 0.3 0.211
H 3.907356 2.129466 -1.401490 -0.2 -0.1 0.2 0.219
H 3.356583 3.753527 -1.992166 -0.8 -1.9 1.0 0.205
H 3.387467 4.558277 0.455739 0.2 0.7 -0.2 0.218
H 2.503251 3.554629 1.649746 0.1 0.9 0.4 0.206
H 3.938277 2.953432 1.076419 0.0 0.2 -1.0 0.234
H 1.274088 3.360121 -0.535798 -0.6 0.8 0.4 0.226
```
Forces are in eV/Å.



Formula: C19H23N3O2S
Source: the OMol25 dataset
Level of theory: ωB97M-V/def2-TZVPD

SMILES string: CCOc1ccc(CC(=O)NNC(=S)NCCc2ccccc2)cc1
E_HOMO: -8.085 eV
LUMO: 0.0200 Eh
2S+1: 1
Orbital gap: 0.3171 Eh

XYZ file:
```
48
Properties=species:S:1:pos:R:3:forces:R:3:nbo_charge:R:1
C 4.674301 4.150563 -2.777852 -0.3 -0.3 0.3 -0.617
C 3.792742 3.024633 -2.261891 0.1 0.0 -0.4 -0.063
O 3.526269 3.280171 -0.895965 0.0 0.1 0.2 -0.495
C 2.763504 2.406054 -0.195242 -0.1 -0.1 0.2 0.299
C 2.559022 2.718966 1.150827 0.1 0.1 -0.2 -0.250
C 1.799213 1.897340 1.954718 0.0 -0.1 -0.1 -0.189
C 1.219167 0.737593 1.446495 0.2 -0.1 0.0 -0.082
C 1.425272 0.432660 0.107191 0.0 0.1 0.3 -0.206
C 2.185729 1.249449 -0.711309 0.2 0.2 -0.3 -0.260
H 2.323982 0.972727 -1.744440 0.0 0.0 -0.1 0.215
H 0.986362 -0.464980 -0.303018 -0.1 -0.1 -0.1 0.220
C 0.377239 -0.154306 2.309405 -0.1 -0.1 0.0 -0.518
C -1.126087 -0.001562 2.112388 0.1 -0.1 0.1 0.669
O -1.934333 -0.792225 2.536303 -0.1 -0.2 0.2 -0.599
N -1.485334 1.105640 1.401450 -0.3 0.5 -0.5 -0.482
N -2.806771 1.431113 1.116834 0.5 0.0 0.4 -0.447
C -3.622684 0.593034 0.396864 0.2 0.1 -0.4 0.292
N -3.043359 -0.334910 -0.378970 0.3 0.0 0.3 -0.605
H -2.075928 -0.569784 -0.201077 0.0 0.1 0.1 0.404
C -3.829997 -1.379168 -1.000663 -0.2 -0.1 -0.2 -0.206
H -4.481511 -1.838894 -0.248026 0.0 0.1 -0.1 0.206
H -4.475980 -0.924721 -1.758273 0.0 -0.2 0.1 0.221
C -2.905749 -2.420298 -1.630204 -0.1 0.1 0.1 -0.452
C -1.869924 -2.905879 -0.649553 0.0 -0.1 -0.2 0.065
C -2.248447 -3.497968 0.550293 0.1 0.0 0.0 -0.231
C -1.297029 -3.907546 1.465342 -0.1 0.0 0.0 -0.178
C 0.050297 -3.743526 1.189635 0.1 -0.1 0.0 -0.231
C 0.440317 -3.167966 -0.007152 0.1 0.0 0.1 -0.210
C -0.515664 -2.744871 -0.915780 0.0 0.0 0.0 -0.275
H -0.206212 -2.292646 -1.849244 0.0 0.0 -0.1 0.210
H 1.490562 -3.044606 -0.232516 0.1 0.0 0.0 0.214
H 0.794342 -4.067152 1.902895 0.1 0.0 0.1 0.216
H -1.607308 -4.353423 2.397591 0.0 0.0 0.1 0.219
H -3.295627 -3.635206 0.772478 -0.1 0.0 0.0 0.217
H -3.516043 -3.258395 -1.973285 0.0 0.1 -0.1 0.229
H -2.409042 -1.986034 -2.500445 0.0 -0.1 0.0 0.209
S -5.246486 0.862818 0.425884 -0.6 0.1 0.1 -0.255
H -3.304849 1.958152 1.828077 0.1 -0.2 -0.1 0.407
H -0.776054 1.736875 1.048766 -0.2 -0.2 0.0 0.414
H 0.572382 0.038573 3.366938 0.0 -0.1 0.0 0.242
H 0.603353 -1.207046 2.121930 -0.1 0.1 0.1 0.254
H 1.656589 2.155332 2.994061 0.0 0.0 0.1 0.215
H 3.013920 3.615004 1.541676 0.1 0.1 0.0 0.227
H 4.306765 2.059532 -2.370719 -0.1 0.1 0.0 0.172
H 2.851952 2.988971 -2.828871 0.1 -0.1 0.1 0.172
H 4.902324 3.990032 -3.827582 0.0 0.0 -0.1 0.215
H 5.600908 4.184970 -2.211670 0.1 0.0 0.0 0.215
H 4.163905 5.102907 -2.664295 0.0 0.1 0.0 0.216
```
Forces are in eV/Å.



Formula: C34H47O27
Source: the OMol25 dataset
Level of theory: ωB97M-V/def2-TZVPD

Net charge: -1
E_HOMO: -5.257 eV
LUMO: 0.0726 Eh
2S+1: 1
Orbital gap: 0.2657 Eh

XYZ file:
```
108
Properties=species:S:1:pos:R:3:forces:R:3:mulliken_charge:R:1
C 3.982194 0.521395 4.429506 0.2 -0.2 0.0 -0.228
C 3.472901 1.169673 3.562240 -0.3 0.1 0.2 -2.210
C 2.693814 1.906706 2.582510 -0.5 0.0 -0.4 2.823
C 1.321508 1.203651 2.381185 -0.3 0.0 0.1 -1.105
O 0.240704 2.056167 2.763849 0.1 0.1 0.1 -0.302
O -0.653511 1.330762 3.603335 -0.2 -0.3 0.0 -0.268
O 2.454261 3.280639 2.979175 0.3 -0.1 0.3 -0.233
C 2.971008 3.689687 4.150400 -0.1 0.1 0.2 -0.147
O 2.458496 3.516734 5.220706 0.0 -0.1 0.0 -0.474
C 3.500106 1.936618 1.238232 0.5 0.0 -1.2 0.424
O 3.254407 1.033401 0.420639 -0.1 -0.2 0.5 -0.773
O 4.303398 2.874231 1.139176 0.2 0.4 0.2 -0.796
H 4.406354 -0.102250 5.172263 0.2 -0.1 0.1 0.743
H 1.226064 0.915171 1.339614 0.1 0.1 -0.2 0.333
H 1.259750 0.313138 2.996646 0.1 -0.2 0.0 0.542
H -0.215264 1.317391 4.468891 0.0 0.3 0.0 0.294
H 3.908829 4.249987 4.054348 0.0 0.1 -0.2 0.466
C 3.862677 1.359124 8.027998 0.2 -0.2 -0.2 -1.304
C 2.568998 0.641226 8.298114 0.2 0.2 0.0 0.576
C 2.292114 0.306480 9.747463 -0.1 0.0 0.0 -0.508
O 1.484986 -0.876654 9.639439 0.1 0.0 0.0 -0.324
C 1.804157 -1.481371 8.471763 0.1 0.1 -0.2 0.639
O 1.449590 -2.572306 8.153625 -0.1 -0.2 0.1 -0.595
O 2.578577 -0.679958 7.715642 -0.1 0.0 0.0 -0.293
H 3.847900 2.355967 8.467542 -0.1 0.0 0.0 0.381
H 4.711229 0.804262 8.433978 -0.1 0.0 0.1 0.373
H 4.016421 1.460248 6.954951 -0.1 0.2 0.0 0.079
H 1.732236 1.188381 7.857023 0.0 0.0 0.0 0.272
H 1.750627 1.084294 10.278999 -0.1 -0.1 0.0 0.325
H 3.203114 0.053330 10.295524 0.0 0.0 0.0 0.308
C -4.966291 -1.744363 4.289051 0.4 -0.1 -0.1 -1.220
C -4.845179 -0.532633 5.174111 -0.1 -0.2 -0.2 0.583
C -5.204443 0.787461 4.527472 -0.1 0.1 0.0 -0.586
O -4.398420 1.714449 5.263987 0.0 0.0 0.0 -0.344
C -3.312566 1.041970 5.718660 0.1 -0.1 -0.1 0.609
O -2.357840 1.553608 6.203611 0.1 0.0 0.1 -0.546
O -3.473516 -0.290674 5.542190 -0.1 0.1 0.1 -0.200
H -6.006919 -1.918645 4.016586 0.0 0.0 0.0 0.386
H -4.376878 -1.625356 3.378427 0.0 0.1 0.0 0.352
H -4.593642 -2.625539 4.807085 -0.1 0.0 0.0 0.086
H -5.413634 -0.680844 6.096676 0.0 0.0 0.0 0.246
H -6.256068 1.046388 4.623699 0.0 0.1 0.1 0.313
H -4.910665 0.829027 3.476147 0.0 -0.1 0.0 0.320
C -0.986029 -5.949796 5.635174 -0.2 -0.2 0.0 -1.510
C -1.792819 -4.700581 5.871905 0.2 -0.2 0.0 0.637
C -1.470893 -3.952216 7.144647 0.1 0.2 0.0 -0.389
O -2.728636 -3.322645 7.447218 0.0 -0.1 0.0 -0.265
C -3.705906 -4.077433 6.907977 0.0 0.0 0.0 0.642
O -4.869270 -3.936070 7.123240 -0.1 0.0 0.0 -0.575
O -3.188511 -5.012526 6.078194 0.0 0.1 0.0 -0.378
H 0.062980 -5.697090 5.485129 0.0 0.0 0.0 0.382
H -1.070270 -6.628698 6.484866 0.0 0.0 0.0 0.352
H -1.347734 -6.478118 4.753559 0.0 0.1 0.0 0.373
H -1.729092 -4.034984 5.007091 0.0 0.0 0.0 0.253
H -0.684992 -3.212975 7.022719 -0.1 0.1 0.1 0.210
H -1.212975 -4.618081 7.970786 0.0 -0.1 0.0 0.286
C 0.882421 6.554229 -1.903702 -0.1 -0.1 -0.2 -1.509
C 0.620879 5.386897 -0.987037 0.1 0.1 -0.1 0.579
C 1.853057 4.664695 -0.487192 0.1 0.1 0.2 -0.541
O 1.355648 3.343213 -0.286821 -0.1 -0.2 0.0 -0.039
C 0.320557 3.147745 -1.111888 0.1 0.1 0.1 0.443
O -0.198839 2.098938 -1.329445 -0.2 -0.1 -0.1 -0.529
O -0.061984 4.324878 -1.683355 0.0 0.0 0.1 -0.366
H 1.401273 7.348012 -1.366355 0.0 0.0 0.0 0.374
H 1.491695 6.244835 -2.753833 0.1 0.0 0.0 0.359
H -0.053378 6.952590 -2.296551 0.0 0.0 0.1 0.363
H -0.014492 5.691210 -0.150185 0.0 0.0 0.0 0.291
H 2.251497 5.056134 0.444617 0.0 -0.2 0.1 0.253
H 2.652782 4.621916 -1.229776 0.0 0.0 0.0 0.295
C 0.577190 -0.051645 -4.516546 -0.1 -0.1 0.1 -0.997
C -0.782082 -0.617787 -4.206811 0.3 0.1 0.1 0.597
C -0.972757 -1.132128 -2.801540 -0.1 0.1 0.2 -0.422
O -1.966213 -2.163611 -2.986811 0.1 0.0 0.0 -0.375
C -1.846506 -2.622588 -4.249215 0.0 0.1 0.0 0.570
O -2.380934 -3.601210 -4.671337 0.0 -0.1 0.0 -0.574
O -1.033827 -1.823684 -4.974092 -0.1 0.0 0.0 -0.171
H 0.757458 0.848294 -3.928085 -0.1 0.0 0.1 0.296
H 1.360064 -0.775390 -4.297608 0.0 0.0 0.1 0.358
H 0.651740 0.195723 -5.567682 0.0 0.1 0.0 -0.010
H -1.564616 0.102171 -4.462454 -0.1 -0.1 0.0 0.166
H -1.328207 -0.372566 -2.111169 -0.1 -0.1 0.0 0.238
H -0.068437 -1.591979 -2.399803 0.1 0.0 0.0 0.307
C 1.093455 -3.597830 -9.828096 -0.1 0.3 -0.1 -1.387
C 1.854098 -3.045838 -8.649541 -0.2 -0.2 -0.1 0.495
C 1.175361 -3.215833 -7.309137 -0.1 -0.2 0.2 -0.611
O 1.677009 -2.092730 -6.564477 0.1 0.1 -0.3 -0.223
C 1.980141 -1.125155 -7.457851 -0.1 -0.1 -0.1 0.660
O 2.219996 0.010899 -7.190747 0.1 0.0 -0.1 -0.563
O 1.958468 -1.610359 -8.718638 0.2 0.0 0.0 -0.311
H 1.022103 -4.683050 -9.755506 0.0 0.0 0.0 0.408
H 0.088654 -3.177683 -9.870563 0.0 0.0 0.1 0.239
H 1.597411 -3.343928 -10.760897 0.1 -0.1 0.0 0.345
H 2.871998 -3.446195 -8.626432 0.0 0.0 0.1 0.331
H 1.437293 -4.143516 -6.807262 0.1 0.1 0.1 0.353
H 0.088868 -3.128114 -7.368656 0.0 0.0 -0.1 0.299
C -1.123642 2.625514 -11.110458 -0.1 -0.1 -0.2 -1.485
C -1.391226 1.436352 -10.225451 0.1 0.2 -0.1 0.525
C -0.169040 0.641629 -9.820857 0.0 0.0 0.2 -0.546
O -0.719233 -0.670071 -9.639866 0.0 -0.1 0.0 -0.119
C -1.812475 -0.779952 -10.426799 0.0 0.1 0.0 0.535
O -2.379669 -1.798302 -10.656714 0.0 -0.1 0.0 -0.545
O -2.157722 0.432224 -10.923961 0.0 0.0 0.1 -0.378
H -0.542202 3.373872 -10.572647 0.0 0.0 0.0 0.380
H -0.575149 2.324196 -12.003719 0.1 0.0 0.0 0.364
H -2.059395 3.078661 -11.436037 0.0 0.0 0.1 0.361
H -1.966758 1.735444 -9.345370 0.0 0.0 0.0 0.289
H 0.296081 0.985170 -8.900182 0.0 -0.1 0.1 0.346
H 0.584147 0.595946 -10.610439 0.0 0.1 0.0 0.244
```
Forces are in eV/Å.



Formula: C2H3N3O2
Source: the OMol25 dataset
Level of theory: ωB97M-V/def2-TZVPD

SMILES string: [H]/N=c1\[nH]c(O)no1
E_HOMO: -9.122 eV
LUMO: -0.0010 Eh
2S+1: 1
Orbital gap: 0.3342 Eh

XYZ file:
```
10
Properties=species:S:1:pos:R:3:forces:R:3:nbo_charge:R:1
C -1.032091 -0.055978 -0.008785 -1.7 0.7 0.5 0.611
C 1.178448 -0.090826 0.002061 0.7 -1.7 0.2 0.675
H -2.484087 -1.288005 0.139435 -0.2 0.1 0.0 0.486
H 2.559845 -1.361881 -0.034043 0.3 -2.1 0.0 0.340
H 0.047449 -1.902086 0.050510 -0.1 -0.4 -0.1 0.423
N -0.708012 1.181417 0.048144 0.7 -0.1 -0.6 -0.192
N 2.405209 -0.404587 -0.052568 -0.9 2.4 0.0 -0.735
N 0.020777 -0.908314 0.081274 0.5 0.5 -0.3 -0.655
O -2.364452 -0.354591 -0.078818 1.5 -0.5 0.1 -0.627
O 0.736056 1.148740 -0.002870 -0.7 1.2 0.2 -0.326
```
Forces are in eV/Å.



Formula: C2H3N3OS
Source: the OMol25 dataset
Level of theory: ωB97M-V/def2-TZVPD

SMILES string: O=C1NN=CSN1
E_HOMO: -8.658 eV
LUMO: 0.0112 Eh
2S+1: 1
Orbital gap: 0.3294 Eh

XYZ file:
```
10
Properties=species:S:1:pos:R:3:forces:R:3:nbo_charge:R:1
C 1.121961 -0.361128 0.010437 2.1 -0.6 1.8 0.752
C -1.550080 0.655974 0.010470 -0.7 2.0 -0.8 -0.180
H 0.450582 -2.234176 -0.225554 -1.3 2.6 2.3 0.418
H -2.684877 0.909204 -0.192490 2.6 0.5 0.6 0.238
H 1.579700 1.582378 -0.111182 -2.9 -1.5 1.0 0.423
N 0.089913 -1.330455 0.395663 4.0 -2.9 -3.1 -0.813
N -0.564879 1.509629 0.060275 -1.2 -1.6 0.0 -0.255
N 0.729542 0.934803 0.196735 2.3 2.0 -1.6 -0.489
O 2.351094 -0.642113 -0.117457 -4.4 0.3 -0.1 -0.605
S -1.522957 -1.024116 -0.026894 -0.6 -0.9 -0.1 0.511
```
Forces are in eV/Å.



Formula: C4H8ClN3
Source: the OMol25 dataset
Level of theory: ωB97M-V/def2-TZVPD

E_HOMO (spin up / spin down): -7.283 / -7.291 eV
LUMO (spin up / spin down): 0.0033 / -0.0015 Eh
2S+1: 1
Orbital gap (spin up / spin down): 0.2709 / 0.2665 Eh

XYZ file:
```
16
Properties=species:S:1:pos:R:3:forces:R:3:nbo_charge:R:1
C 1.596840 1.622048 0.327932 -0.9 1.2 -0.3 -0.049
C 2.438673 0.498024 0.224070 -0.8 -2.7 -1.2 0.317
C -1.243799 0.120079 -0.160374 -1.5 1.7 0.5 -0.407
C 0.815314 -1.143124 -0.560613 -0.1 1.3 0.0 -0.078
N 1.190240 2.319994 -0.677914 -1.7 2.3 1.7 -0.596
N 3.584277 0.087480 0.342584 -0.3 3.2 0.8 -0.598
N -0.474466 -1.033718 -0.028577 1.3 -2.5 1.6 -0.620
Cl 1.566370 -2.623807 -0.130266 0.6 -0.5 0.3 -0.017
H 1.135132 1.761405 1.303227 0.3 -0.1 0.4 0.185
H -0.705396 0.991658 0.125683 0.4 0.8 0.5 0.181
H -1.588000 0.374979 -1.154042 -0.2 -0.5 -0.5 0.203
H -2.101579 0.051743 0.534806 0.2 -0.1 -0.6 0.205
H 0.825933 -1.061331 -1.649852 0.2 0.6 0.2 0.200
H 0.443458 3.073426 -0.234309 2.3 -2.3 -1.6 0.325
H 3.786868 -0.850509 0.246253 0.3 -2.7 -0.5 0.373
H -0.497467 -1.379399 0.953254 0.1 0.2 -1.2 0.377
```
Forces are in eV/Å.



Computed ΔE to the lowest compared entry with this formula, charge and spin (eV) in order:
1.570; 1.831; 0.270; 2.401; 1.822; 4.516
Computed DFT total energy (a.u.) in order:
-2157.49799; -1450.76129; -3355.29303; -392.70531; -715.62928; -781.50871